DFT (ωB97M-V/def2-TZVPD) results for a structure of composition C41H21BiN10O7S.

The geometry in XYZ format:
```
81
Properties=species:S:1:pos:R:3:mulliken_charge:R:1
Bi 14.81726 8.74108 14.31705 1.39
C 14.40181 7.67436 21.01060 -0.73
C 13.03355 7.64331 20.77152 -0.56
C 12.48458 7.65616 19.47008 -0.16
C 13.39281 7.69278 18.42657 0.15
C 13.23954 7.72445 16.98985 -0.57
N 14.51556 7.72959 16.40496 -0.20
C 15.40613 7.65683 17.37747 -0.34
N 16.75929 7.51926 17.26824 -0.46
C 17.33292 7.45857 16.11939 0.14
C 18.75701 7.09746 16.03374 -0.09
C 19.71047 6.86008 17.01053 0.04
C 21.00701 6.62209 16.56882 -0.66
C 21.29464 6.50536 15.19852 -0.53
C 20.31819 6.64749 14.21236 -0.39
C 19.05093 6.96698 14.69456 0.14
C 17.84795 7.26085 13.93153 -0.53
N 17.77071 7.15996 12.68319 -0.51
C 16.63794 7.65687 11.98982 1.16
N 15.33095 7.40149 12.58503 -0.14
C 14.46377 6.98317 11.64929 0.02
N 13.19667 6.79807 11.79420 -0.54
C 12.51532 6.99920 12.94716 -0.34
N 13.03026 7.28242 14.15309 -0.48
C 11.98731 7.42424 15.05995 -0.23
N 12.08663 7.67178 16.34754 -0.60
C 10.75112 7.24808 14.36465 0.67
C 9.42000 7.35327 14.78553 -0.37
C 8.42503 7.17078 13.81260 -0.63
C 8.79375 6.89204 12.46914 -0.57
C 10.10688 6.76091 12.05854 -0.33
C 11.08972 6.97668 13.00836 0.27
C 15.19033 6.74632 10.39492 -0.05
C 14.75501 6.26405 9.18125 0.01
C 15.73964 6.00161 8.21459 -0.64
C 17.09516 6.20438 8.47565 -0.80
C 17.51872 6.77958 9.68178 -0.21
C 16.51360 7.07489 10.59524 -0.52
N 16.85756 7.61864 14.84076 0.32
C 14.78301 7.64235 18.67374 0.45
C 15.32318 7.62463 19.92974 0.01
H 14.76633 7.65545 22.01841 0.39
H 12.38367 7.61523 21.61695 0.39
H 11.41384 7.62279 19.28688 0.52
H 19.46682 6.88969 18.06501 0.55
H 21.82861 6.50197 17.27122 0.37
H 22.33403 6.29161 14.91544 0.34
H 20.54101 6.54986 13.16836 0.58
H 9.14634 7.56851 15.81976 0.49
H 7.38439 7.21748 14.04103 0.41
H 7.97644 6.80312 11.76800 0.35
H 10.39295 6.54676 11.03177 0.49
H 13.70059 6.10299 8.98331 0.56
H 15.41578 5.57149 7.28678 0.38
H 17.84819 5.94882 7.74733 0.39
H 18.57643 6.90308 9.93368 0.48
H 16.40640 7.56431 20.04897 0.49
O 12.03833 10.91299 11.62653 -0.75
N 12.76234 10.36566 12.44003 1.03
O 12.34636 10.09961 13.58102 -0.58
O 13.95963 10.07302 12.15386 -0.43
O 18.61523 9.24336 10.74584 -0.64
C 17.75870 9.75272 11.43647 0.03
O 16.70875 9.13383 11.99309 0.22
C 17.82651 11.20670 11.81436 0.25
C 16.96299 11.75724 12.72912 -0.68
C 17.05534 13.08031 13.16914 -1.49
C 18.06332 13.81497 12.60824 1.05
O 18.36945 15.12650 12.83737 -0.53
C 19.53185 15.38900 12.02661 -0.27
O 19.85423 14.21475 11.30936 -0.52
C 18.95636 13.24940 11.73006 0.98
C 18.84742 11.98368 11.25502 -1.29
H 16.17505 11.16704 13.11881 0.93
H 16.35795 13.49345 13.86889 0.50
H 20.34971 15.62058 12.67280 0.27
H 19.28469 16.20133 11.33702 0.25
H 19.50278 11.55272 10.50869 0.51
S 16.31969 11.22186 16.35572 -0.43
C 14.87452 11.31638 17.16374 0.54
N 13.88320 11.34884 17.76235 -0.72
```

Results
* spin multiplicity: 1
* strongest force on any atom: 2.22 eV/A
* charge: -2
* E_HOMO (alpha / beta): -1.41 / -1.38 eV


DFT (ωB97M-V/def2-TZVPD) results for the molecule C13H9Cl2N3O.

The geometry in XYZ format:
```
28
Properties=species:S:1:pos:R:3:mulliken_charge:R:1
C -0.70866 -1.85855 4.40197 -1.24
C 0.03888 -1.06201 3.46180 0.96
N 1.33999 -0.63381 3.83006 -0.64
C 1.85033 -0.21991 2.72319 -0.15
N 0.89962 -0.15924 1.72855 0.14
C 0.90873 0.26398 0.42535 -0.43
C -0.24884 0.25433 -0.36788 -0.26
C -0.09620 0.72368 -1.76862 0.52
C -0.27267 -0.19302 -2.80723 -0.55
C -0.05128 0.12462 -4.15109 -0.34
C 0.30035 1.42288 -4.53887 0.02
Cl 0.83945 1.97200 -6.11423 -0.20
C 0.39286 2.32344 -3.48995 -0.13
C 0.15227 2.05592 -2.13299 0.00
Cl 0.13359 3.28661 -0.79982 -0.18
N -1.50075 -0.34675 0.04271 -0.08
C -1.43255 -0.97942 1.28198 0.10
O -2.15429 -1.97171 1.44489 -0.64
C -0.25069 -0.73066 2.16819 0.03
H -1.42696 -2.48175 3.83709 0.32
H -1.21133 -1.09756 5.03042 0.26
H -0.02088 -2.41679 4.95328 0.37
H 2.90837 0.01532 2.55493 0.36
H 1.82258 0.77702 0.11357 0.42
H -0.48712 -1.22719 -2.63920 0.42
H -0.19992 -0.72816 -4.88312 0.31
H 0.77839 3.35218 -3.73724 0.31
H -2.30328 -0.46545 -0.56774 0.29
```

Results
* spin multiplicity: 1
* strongest force on any atom: 3.49 eV/A
* E_HOMO: -8.08 eV


DFT (ωB97M-V/def2-TZVPD) results for the molecule C6H8N2O.

The geometry in XYZ format:
```
17
Properties=species:S:1:pos:R:3:mulliken_charge:R:1
C 2.53575 1.25569 -0.56108 -1.05
C 1.33728 0.45647 0.14574 0.58
C 1.09231 -0.19038 1.30910 -0.95
C -0.29394 -0.70223 1.24459 0.98
O -0.88116 -1.29768 2.16698 -0.71
C -0.85643 -0.30174 -0.20872 -0.21
C -2.03336 -0.57580 -0.68356 -0.11
N -2.91910 -1.30354 0.02574 -0.48
N 0.15466 0.61862 -0.68992 -0.40
H 2.52754 0.90448 -1.69686 0.27
H 2.36986 2.25536 -0.74926 0.33
H 3.61266 0.97631 -0.07376 0.27
H 1.84975 -0.22505 2.09865 0.38
H -2.32549 0.04550 -1.56622 0.26
H -2.70127 -1.31212 1.06838 0.28
H -3.93863 -1.11634 -0.21694 0.26
H 0.46956 0.51245 -1.61287 0.29
```

Results
* spin multiplicity: 1
* strongest force on any atom: 5.85 eV/A
* E_HOMO: -7.95 eV


DFT (ωB97M-V/def2-TZVPD) results for a cluster of 4 separate species, C21H24F16N3O8 in total.

The geometry in XYZ format:
```
72
Properties=species:S:1:pos:R:3:mulliken_charge:R:1
N 1.49271 -1.62620 0.00341 -0.36
C 1.55805 -1.26506 -1.22614 -0.28
C 0.41341 -0.56249 -2.04666 -0.61
C -0.40445 0.47974 -1.23945 -0.03
N -1.77227 0.34692 -1.23437 0.01
C -2.28703 1.39708 -0.44045 -0.36
C -3.72978 1.77309 -0.01790 0.75
F -4.02512 1.00240 1.10603 -0.29
F -3.69291 3.08151 0.42855 -0.17
C -4.85244 1.47150 -1.09893 0.63
F -4.43571 0.67370 -2.14162 -0.32
F -5.84282 0.75877 -0.44542 -0.27
C -5.57410 2.73506 -1.72130 0.64
F -6.55747 3.17042 -0.89042 -0.23
F -4.73338 3.71586 -2.13089 -0.23
F -6.22476 2.28615 -2.85344 -0.26
C -1.15259 2.13145 0.01021 -0.24
N 0.02597 1.54245 -0.49553 0.30
C 1.43402 1.98111 -0.26263 -0.40
O 1.56968 3.34508 -0.61141 -0.12
O 2.42663 3.46723 -1.69112 -0.39
H 0.55677 -1.35634 0.33997 0.26
H 2.50105 -1.50617 -1.79448 0.40
H 0.90757 -0.08661 -2.94366 0.33
H -0.28449 -1.35008 -2.44263 0.34
H -2.33617 -0.36650 -1.70029 0.32
H -1.17039 3.01093 0.68553 0.54
H 1.62559 1.86646 0.84262 0.30
H 2.13957 1.31900 -0.82075 0.40
H 2.01231 4.06328 -2.34648 0.34
C -3.24807 5.93958 -0.44376 -0.56
C -3.75173 6.67152 0.78354 -0.38
O -2.74313 7.55423 1.29665 -0.34
C -2.65164 8.75116 0.69613 0.36
O -3.33766 9.10881 -0.21595 -0.50
C -1.57416 9.60065 1.37316 0.87
F -0.45142 8.89987 1.62059 -0.24
F -1.99978 10.08321 2.55415 -0.25
F -1.21609 10.65315 0.62916 -0.24
H -2.31075 5.42142 -0.22338 0.21
H -3.98001 5.21438 -0.78449 -0.05
H -3.04381 6.63479 -1.26002 0.44
H -3.97026 5.95522 1.57684 0.34
H -4.67540 7.21464 0.57675 0.35
C 3.12963 -5.28325 5.32655 -1.15
C 3.15949 -5.22688 3.81319 -0.17
O 1.88531 -4.80274 3.29381 -0.30
C 1.67056 -3.48436 3.27541 0.27
O 2.44728 -2.65742 3.65735 -0.51
C 0.30453 -3.18233 2.65658 0.99
F -0.66155 -3.99388 3.11410 -0.25
F 0.32542 -3.32414 1.31527 -0.26
F -0.10646 -1.92533 2.90203 -0.28
H 2.30808 -5.91498 5.67043 0.31
H 4.06792 -5.68102 5.71467 0.38
H 2.97093 -4.29176 5.75409 0.32
H 3.34174 -6.22364 3.41080 0.34
H 3.96052 -4.58085 3.44970 0.30
C 3.12353 -7.83125 -3.27582 -1.12
C 2.63497 -7.05152 -2.07257 -0.20
O 3.65588 -6.15513 -1.59770 -0.29
C 3.75281 -4.98596 -2.23548 0.43
O 3.06278 -4.64800 -3.15691 -0.53
C 4.84167 -4.12391 -1.59427 0.83
F 5.96026 -4.81621 -1.32954 -0.25
F 4.42676 -3.59579 -0.42704 -0.22
F 5.20974 -3.09414 -2.37256 -0.26
H 4.05710 -8.34775 -3.04431 0.31
H 2.37981 -8.56662 -3.58494 0.37
H 3.32572 -7.16818 -4.11871 0.32
H 2.41846 -7.73669 -1.25259 0.33
H 1.71361 -6.50866 -2.29121 0.29
```

Results
* spin multiplicity: 1
* strongest force on any atom: 3.41 eV/A
* charge: +1
* E_HOMO: -13.23 eV


DFT (ωB97M-V/def2-TZVPD) results for a structure of composition C42H123IO21Zr.

The geometry in XYZ format:
```
188
Properties=species:S:1:pos:R:3:mulliken_charge:R:1
Zr -0.05925 2.82076 3.11979 1.34
C -0.08235 -0.76003 1.12776 1.73
C -0.02628 0.75946 0.88174 0.68
O 0.53485 1.26948 2.07961 -0.12
H -0.51179 -0.92670 2.13721 -0.53
H 0.92656 -1.15416 1.11271 -0.49
H -0.75427 -1.30019 0.42559 -1.31
H -0.88899 1.31373 0.54650 0.41
H 0.75009 0.79204 0.11291 -1.15
C -3.33586 3.48256 0.77417 -1.09
C -3.03420 2.64697 2.04608 0.41
O -1.86017 2.98687 2.58581 -0.87
H -3.48893 4.50875 0.99779 0.51
H -4.26110 3.14547 0.25806 0.19
H -2.45796 3.45614 0.12026 0.11
H -3.17394 1.57347 1.85563 -0.48
H -3.79877 3.01315 2.79276 0.38
C 0.57262 6.69700 1.77053 -1.27
C 1.43401 5.46760 1.93272 -0.01
O 0.58793 4.38585 2.17555 -0.31
H 1.09978 7.61067 1.58365 0.42
H 0.01804 6.94338 2.64534 0.33
H -0.20253 6.37254 1.07036 0.11
H 2.20729 5.51542 2.69410 0.32
H 1.92163 5.28579 0.93966 0.04
I 2.24960 3.37927 4.94784 -0.65
C -4.89492 1.73093 -2.04281 -0.44
C -4.27825 0.35316 -2.06922 0.46
O -4.28702 -0.23273 -0.75702 -0.18
H -5.53153 1.89388 -2.98705 0.35
H -4.19484 2.58427 -2.10285 -0.03
H -5.48923 1.75813 -1.11834 -0.09
H -3.29463 0.36079 -2.44126 -0.46
H -4.93425 -0.26570 -2.70063 0.36
H -5.24043 -0.26439 -0.48523 0.19
C 0.70307 -8.15722 -0.14918 -1.36
C 1.39588 -6.85785 -0.39320 -0.04
O 0.55930 -5.74646 -0.46173 -0.46
H 1.31750 -8.88818 0.36254 0.41
H 0.40839 -8.51438 -1.14942 0.29
H -0.13114 -8.02911 0.47248 0.31
H 2.11407 -6.94206 -1.30436 0.14
H 2.10837 -6.68908 0.44360 0.27
H -0.21297 -5.86848 -1.08051 0.30
C 3.65674 3.05360 -0.07354 -1.19
C 2.57771 2.84884 -1.18514 1.88
O 3.12109 2.32833 -2.35100 -0.19
H 4.25626 2.09534 -0.03570 0.25
H 3.21445 3.36083 0.88425 0.10
H 4.40959 3.84835 -0.36954 0.40
H 2.02204 3.71484 -1.51562 0.22
H 1.87629 2.15258 -0.75370 -0.98
H 2.53142 2.37579 -3.10591 -0.02
C 4.85195 -3.34661 1.59724 -0.65
C 5.04501 -3.42057 3.13661 -0.10
O 4.69305 -4.72604 3.67892 -0.56
H 5.40000 -4.17329 1.15885 0.59
H 5.27392 -2.36936 1.33728 0.14
H 3.83457 -3.35890 1.37754 0.00
H 4.39521 -2.74451 3.70264 -0.02
H 6.13561 -3.19111 3.28934 0.24
H 5.27384 -5.41626 3.28371 0.31
C -2.42407 -0.24311 5.79539 -1.33
C -1.59901 0.16283 4.55313 0.35
O -0.83971 1.36970 4.68712 1.75
H -1.80077 -0.53487 6.65175 0.10
H -3.08800 -1.01764 5.40416 0.34
H -3.16767 0.47250 6.10778 0.37
H -2.30171 0.34124 3.74245 -0.34
H -0.94782 -0.66531 4.27430 0.26
H -0.39370 1.37449 5.58572 -0.23
C -1.65074 6.41623 -3.24838 -1.40
C -1.29984 5.72617 -1.93641 -0.22
O -0.86929 4.37069 -2.05761 -0.32
H -2.51965 5.98461 -3.74682 0.34
H -0.71025 6.54520 -3.81288 0.30
H -1.83295 7.48527 -2.99215 0.40
H -2.10629 5.76006 -1.21189 0.22
H -0.42494 6.25076 -1.49670 0.39
H -0.09677 4.33817 -1.47696 -0.02
C 0.34738 -1.34547 7.81714 -1.12
C 1.48160 -0.36941 7.46472 0.05
O 0.90617 0.91643 7.07427 -0.62
H 0.78018 -2.13609 8.40775 0.49
H -0.12500 -1.69598 6.90878 0.24
H -0.39040 -0.88463 8.55888 0.21
H 2.04012 -0.75281 6.56600 0.08
H 2.16666 -0.29887 8.36611 0.33
H 1.64893 1.40764 6.58982 0.09
C 0.75475 -0.25078 -3.41560 1.51
C -0.58232 -0.08484 -2.86994 1.06
O -1.66779 -0.31535 -3.80554 -0.71
H 1.04096 -1.27360 -3.55996 -0.53
H 1.40562 0.25469 -2.70705 -0.64
H 1.02355 0.27592 -4.33956 -0.80
H -0.77847 0.87975 -2.47543 0.71
H -0.77136 -0.74707 -2.01734 -0.82
H -1.64334 -1.19387 -4.19558 0.25
C 4.43390 0.33574 4.07807 -0.80
C 4.18376 0.46172 2.55250 0.30
O 3.11950 -0.40102 2.19203 -0.16
H 3.61630 0.80497 4.68818 -0.12
H 5.38643 0.83447 4.21932 0.41
H 4.55954 -0.67674 4.49954 0.17
H 5.05282 0.28587 1.93077 0.44
H 3.84759 1.51273 2.35997 -0.32
H 2.30388 0.11939 2.12468 -0.27
C -0.94773 -1.43442 -7.32025 -0.80
C -0.55597 -2.71124 -6.58867 -0.04
O -1.24865 -2.96545 -5.40838 -0.63
H -0.47096 -1.37975 -8.35400 0.36
H -0.63746 -0.60589 -6.67559 -0.09
H -2.06430 -1.30255 -7.38972 0.28
H 0.50220 -2.63011 -6.31338 0.19
H -0.66560 -3.51123 -7.31261 0.34
H -0.58168 -3.20329 -4.68663 0.29
C 5.51675 1.10161 -5.25776 -0.63
C 6.07027 1.62649 -3.91697 -0.25
O 5.51766 0.67260 -2.99506 -0.51
H 5.89115 1.61131 -6.16537 0.36
H 4.43082 1.19822 -5.30157 -0.06
H 5.82781 0.05096 -5.29434 0.25
H 5.80023 2.66832 -3.64522 0.21
H 7.14625 1.53253 -3.94625 0.32
H 4.72341 1.01879 -2.68893 0.23
C -4.51376 -3.52866 2.78924 -1.30
C -3.38701 -2.93025 1.96497 0.19
O -3.40985 -1.50961 1.89983 -0.07
H -5.48438 -3.14150 2.38590 0.28
H -4.49779 -3.35512 3.90155 0.25
H -4.52155 -4.55961 2.48476 0.43
H -3.31314 -3.36462 0.97125 -0.07
H -2.42258 -3.14403 2.40173 0.44
H -2.78218 -1.28389 1.24435 -0.19
C 1.53895 2.51484 -6.24795 -1.07
C 0.25414 2.94487 -5.42792 -0.16
O 0.76935 3.13995 -4.14247 -0.03
H 2.50690 3.05370 -6.05092 0.28
H 1.39184 2.45680 -7.31896 0.42
H 1.75946 1.51675 -5.86437 0.13
H -0.48953 2.15436 -5.45680 0.20
H -0.30523 3.89525 -5.69220 0.38
H 0.05668 3.51924 -3.58752 0.18
C -2.86070 5.10960 5.92923 -1.45
C -2.08518 3.89116 5.70724 0.44
O -0.84985 4.27805 4.97161 -0.23
H -3.19780 5.60562 5.02501 0.31
H -2.24669 5.66423 6.59232 0.38
H -3.67904 4.79390 6.60303 0.43
H -2.50989 3.18031 5.05753 -0.13
H -1.89140 3.46596 6.70938 0.24
H -0.20506 4.62674 5.63133 0.18
C -1.71680 -3.16894 -1.51193 0.42
C -2.34310 -4.51157 -1.86735 -0.75
O -1.37855 -5.50095 -2.26262 -0.78
H -1.05804 -3.32832 -0.65029 0.25
H -2.60898 -2.58875 -1.17809 -0.10
H -1.21564 -2.61113 -2.32489 -0.50
H -3.10996 -4.28695 -2.60255 0.39
H -2.82999 -4.97991 -0.98483 0.41
H -0.77625 -5.11609 -2.95341 0.28
C 2.85757 -4.74784 -4.46346 -0.97
C 1.30055 -4.94116 -4.54168 -0.28
O 0.61266 -4.04557 -3.59995 0.85
H 3.17258 -5.03565 -3.46216 0.18
H 3.18903 -3.70856 -4.68596 0.21
H 3.40984 -5.42236 -5.15164 0.43
H 1.07146 -5.99759 -4.27640 0.24
H 0.88738 -4.72597 -5.54389 0.35
H 1.15824 -3.97409 -2.80041 -0.33
C -7.63535 1.15802 1.43239 -1.31
C -6.51983 0.39351 2.09914 0.56
O -6.17294 -0.70679 1.27676 -0.62
H -7.40799 1.50252 0.38793 0.22
H -7.94288 2.09063 1.91793 0.38
H -8.46059 0.45232 1.41661 0.35
H -6.77655 0.16923 3.13129 0.39
H -5.60742 1.05195 2.04093 -0.34
H -5.27017 -0.98425 1.49857 0.27
C 3.41983 -1.85331 -1.81616 -0.62
C 2.24801 -2.38579 -1.02650 2.24
O 2.19021 -3.74904 -1.37825 -0.60
H 3.28046 -2.04368 -2.89047 0.01
H 4.33689 -2.32512 -1.44287 0.50
H 3.42178 -0.73054 -1.62497 -0.27
H 1.28347 -1.92158 -1.23777 -1.03
H 2.40619 -2.25553 0.03545 -0.18
H 1.58607 -4.24463 -0.83979 -0.03
```

Results
* spin multiplicity: 1
* strongest force on any atom: 3.78 eV/A
* E_HOMO: -8.81 eV


DFT (ωB97M-V/def2-TZVPD) results for a cluster of 2 separate species, C3H6N2O in total.

The geometry in XYZ format:
```
12
Properties=species:S:1:pos:R:3:mulliken_charge:R:1
C 0.22644 0.85504 1.53873 -0.24
N -0.63493 0.43146 0.72905 -0.13
C -1.85856 0.57757 0.13452 -0.01
O -2.10942 0.83496 -1.01548 -0.49
H 0.99273 0.22182 2.03454 0.24
H 0.23324 1.84501 2.01256 0.26
H -2.69644 0.38666 0.73824 0.38
C 1.16416 -0.70584 -1.48179 -0.27
N 0.92766 -1.29375 -0.39980 -0.50
H 0.46286 -0.93015 -2.29933 0.21
H 2.07458 -0.19909 -1.68137 0.29
H 0.01358 -1.67307 -0.46144 0.25
```

Results
* spin multiplicity: 1
* strongest force on any atom: 2.30 eV/A
* E_HOMO: -9.62 eV